11 unconnected molecules or ions with the total composition C33H62O33 at a distorted geometry, computed with wB97M-V/def2-TZVPD.

Properties
lowest unoccupied orbital energy	-0.098	eV
frontier orbital gap	0.3839	Ha
SMILES string	COC(=O)OC.COC(=O)OC.COC(=O)OC.COC(=O)OC.COC(=O)OC.COC(=O)OC.COC(=O)OC.COC(=O)OC.COC(=O)OC.O=C1OCCO1.O=C1OCCO1
largest force on an atom	5.7	eV/A
calculated total energy	-3777.39666	a.u.
HOMO	-10.545	eV

```
128
Properties=species:S:1:pos:R:3:mulliken_charge:R:1
C -0.77355 -0.00448 6.94552 -0.5762
O -0.25247 -1.40375 7.06122 -0.3203
C 0.91235 -1.71369 6.55817 0.8654
O 1.69814 -0.98332 5.90167 -0.6155
O 1.09895 -2.97894 6.84573 -0.3226
C 2.14116 -3.70989 6.17641 -0.5793
H -1.36995 -0.03749 6.03375 0.2111
H -0.05728 0.81038 6.84021 0.3218
H -1.49778 0.10462 7.75279 0.2456
H 2.24606 -4.76328 6.43620 0.2259
H 3.07389 -3.21973 6.45542 0.2816
H 1.99984 -3.55716 5.10645 0.2659
C 5.05966 3.78423 2.53417 -0.6209
O 5.49577 5.08548 2.48002 -0.2943
C 5.64138 5.72743 1.35956 0.8174
O 5.45852 5.26876 0.22371 -0.5909
O 6.00903 6.99691 1.58297 -0.3200
C 6.45438 7.82856 0.46817 -0.6163
H 4.04501 3.71318 2.14233 0.2926
H 5.03982 3.36780 3.54130 0.2298
H 5.60588 3.15959 1.82738 0.2918
H 6.66788 8.82723 0.84923 0.2384
H 5.67144 7.92326 -0.28424 0.2798
H 7.38677 7.47758 0.02596 0.2931
C -4.89395 -7.95459 -1.95326 -0.6173
O -4.95822 -6.85774 -1.04062 -0.2466
C -6.21063 -6.47527 -0.51060 0.7068
O -7.31820 -6.97383 -0.65505 -0.5567
O -5.95125 -5.44388 0.27414 -0.2766
C -7.07258 -4.73236 0.88338 -0.6454
H -5.34192 -7.80658 -2.93587 0.2856
H -5.39071 -8.81483 -1.50458 0.2953
H -3.83007 -8.13499 -2.10730 0.2198
H -7.90020 -4.72704 0.17405 0.3172
H -6.78174 -3.71554 1.14714 0.2229
H -7.50722 -5.30014 1.70605 0.2944
C 11.61918 -4.21691 -0.92010 -0.6017
O 11.94447 -3.36342 0.18747 -0.2932
C 10.94775 -2.96589 0.98662 0.7898
O 11.13213 -2.27033 1.96521 -0.5539
O 9.71088 -3.43590 0.61337 -0.3360
C 8.52846 -3.07315 1.34351 -0.6807
H 10.89162 -4.97520 -0.63072 0.2765
H 12.47736 -4.62176 -1.45651 0.2672
H 11.05000 -3.65141 -1.65790 0.2781
H 8.71148 -2.83685 2.39174 0.3154
H 7.84349 -3.92075 1.36581 0.2599
H 7.98226 -2.22916 0.92227 0.2786
C 5.07809 1.42708 -5.58679 -0.6439
O 5.65935 1.42304 -6.93911 -0.2855
C 4.98564 1.01457 -7.96089 0.7852
O 3.80784 0.71741 -8.01072 -0.5626
O 5.89654 0.97569 -9.02978 -0.3179
C 5.56909 0.48483 -10.33047 -0.5809
H 5.81641 1.21139 -4.81449 0.2463
H 4.21571 0.76964 -5.47651 0.3206
H 4.71901 2.43797 -5.39368 0.2756
H 6.48203 0.15715 -10.82773 0.2094
H 5.08838 1.32622 -10.82952 0.2456
H 4.99344 -0.40642 -10.08065 0.3080
C -3.20931 9.41639 -5.67387 -0.7089
O -3.55773 8.49759 -4.66952 -0.2752
C -4.74657 8.09877 -4.46761 0.7781
O -5.77854 8.61206 -4.91989 -0.5870
O -4.77574 6.99194 -3.68457 -0.2976
C -5.97293 6.19848 -3.48262 -0.6321
H -3.81484 10.31804 -5.58178 0.3108
H -3.39594 9.02730 -6.67480 0.3034
H -2.25662 9.93435 -5.56331 0.2861
H -6.63805 6.70395 -2.78248 0.2801
H -5.68781 5.21947 -3.09744 0.2444
H -6.45428 5.89251 -4.41149 0.2977
C -1.42200 -2.81012 -4.44712 -0.6799
O -2.58311 -2.14103 -4.01108 -0.2729
C -3.77788 -2.48028 -4.40062 0.7758
O -4.05633 -3.25187 -5.33089 -0.5814
O -4.64776 -1.70255 -3.74547 -0.2793
C -5.95876 -1.61376 -4.11800 -0.7063
H -1.55127 -3.87967 -4.61278 0.3172
H -0.64762 -2.79462 -3.68017 0.2589
H -0.92069 -2.37126 -5.30978 0.2903
H -5.93965 -1.00470 -5.02176 0.3317
H -6.47206 -0.95493 -3.41762 0.2442
H -6.59705 -2.48812 -4.24523 0.3023
C -7.07400 4.03720 4.47170 -0.6367
O -6.60336 2.77132 4.83533 -0.2694
C -7.52805 1.84244 5.20763 0.7340
O -8.73686 2.05772 5.32453 -0.5676
O -6.88758 0.78508 5.68179 -0.2535
C -7.60942 -0.30524 6.25501 -0.6426
H -6.20625 4.66838 4.28010 0.2187
H -7.72112 4.48227 5.22751 0.2922
H -7.58705 3.92589 3.51646 0.2984
H -8.29364 0.04670 7.02707 0.3000
H -7.00590 -1.11664 6.66183 0.2322
H -8.32238 -0.64857 5.50540 0.2941
C 1.04730 -7.53536 0.59982 -0.5489
O 0.98531 -8.90351 0.30164 -0.3051
C 1.35237 -9.87823 1.20359 0.7232
O 1.30040 -11.07008 0.90058 -0.5456
O 1.55805 -9.30962 2.43842 -0.2942
C 1.77644 -10.15446 3.56718 -0.6458
H 2.10571 -7.27523 0.58550 0.2755
H 0.67086 -7.35897 1.60743 0.2643
H 0.45122 -6.93198 -0.08481 0.2381
H 2.50493 -10.96391 3.52026 0.2956
H 0.81140 -10.61693 3.77441 0.2881
H 2.07679 -9.62119 4.46914 0.2550
O 1.29654 -0.77247 0.47372 -0.5640
C 0.13129 -0.57669 0.77487 0.7312
O -0.62557 -1.39123 1.44373 -0.3643
C -1.96120 -0.86630 1.59774 -0.2801
C -1.94484 0.52249 1.02646 -0.1020
O -0.69199 0.51784 0.44984 -0.3731
H -2.61785 -1.52211 1.02607 0.2132
H -2.26794 -0.97934 2.63755 0.2694
H -2.17287 1.31243 1.74207 0.2486
H -2.73627 0.61510 0.28271 0.2176
O -0.29788 6.38806 3.03996 -0.5477
C -0.23366 7.18754 2.16373 0.6885
O -0.75666 7.01342 0.93321 -0.3192
C -0.68756 8.20757 0.16532 -0.2863
C 0.26090 9.05277 1.02654 -0.2745
O 0.38059 8.33423 2.23783 -0.3309
H -0.27679 8.04411 -0.83098 0.2716
H -1.67252 8.65542 0.29717 0.2684
H -0.30955 9.95344 1.25344 0.2380
H 1.23237 9.21443 0.55939 0.2919
```

14 unconnected molecules or ions with the total composition C33H63BrCl26FINO6PS2 at a distorted geometry, computed with wB97M-V/def2-TZVPD.

Properties
lowest unoccupied orbital energy	0.272	eV
frontier orbital gap	0.3172	Ha
largest force on an atom	2.9	eV/A
calculated total energy	-17875.61474	a.u.
HOMO	-8.360	eV

```
135
Properties=species:S:1:pos:R:3:mulliken_charge:R:1
C -3.20662 2.10634 2.84978 -0.7951
C -2.48141 3.16262 3.68132 -1.5437
C -0.98988 2.99877 3.90899 0.5760
P 0.05702 3.56874 2.41736 0.3479
O -0.73405 4.87600 1.87247 -0.5394
I -0.17115 1.92168 0.62026 0.1418
C -0.49353 4.12730 4.89022 -0.6535
F -1.43414 4.85503 5.50488 -0.4084
O 0.43373 3.57904 5.77062 -0.3064
C 0.75499 2.26936 5.40515 0.9929
S 2.32924 2.03900 4.49885 0.0813
O 0.92097 1.61145 6.63833 -0.1996
N 2.22555 1.11495 6.92306 0.0963
O 2.16107 0.31457 7.75607 -0.3208
C -0.54044 1.78175 4.72935 -0.7149
Br -1.83206 1.72185 6.25331 0.0654
C -0.49648 0.47578 3.98859 0.6827
S -0.77661 -1.04086 4.86422 1.0981
O -2.14684 -1.23480 5.06287 -0.6312
O 0.11294 -1.14736 5.93637 -0.6161
H -2.57613 1.44460 2.29803 -0.4051
H -3.85586 2.61121 2.17382 0.9057
H -3.84931 1.56622 3.51137 0.1886
H -2.60062 4.10122 3.17715 0.6236
H -3.01639 3.26617 4.59640 0.5587
H -1.13096 5.36098 2.61113 0.4490
H 0.08281 4.85334 4.31301 0.8146
H 1.86398 2.13514 3.25399 0.0713
H 0.48216 0.37938 3.55215 -0.3877
H -1.21694 0.48653 3.19774 -0.2550
H -0.39560 -1.90807 3.91162 -0.0461
Cl 8.97828 -1.96988 5.63570 -0.1869
C 8.62386 -1.24484 7.22658 -0.4063
C 7.34562 -0.45178 7.21966 -0.4676
Cl 7.47887 1.02292 6.23084 -0.1444
H 9.47180 -0.62651 7.50584 0.3125
H 8.53976 -2.06417 7.93756 0.2975
H 7.10637 -0.13933 8.23372 0.2948
H 6.51881 -1.03570 6.83527 0.3035
Cl -4.38070 0.79342 0.20930 0.1586
C -5.90523 0.84408 -0.70447 -0.0844
C -5.98961 2.04606 -1.59992 -0.1365
Cl -6.12413 3.57489 -0.68550 -0.2118
H -6.72102 0.82121 0.01268 -0.1929
H -5.94862 -0.06050 -1.30660 0.1822
H -6.87592 1.96853 -2.22640 0.2739
H -5.11445 2.11964 -2.24004 0.0330
Cl -9.06348 2.19232 1.47123 -0.1718
C -8.93346 1.05806 2.84203 -0.4796
C -7.94594 1.52698 3.87659 -0.6000
Cl -6.26132 1.48054 3.29716 -0.0438
H -8.66492 0.08355 2.44268 0.2813
H -9.92185 0.98878 3.29145 0.3851
H -7.99827 0.87624 4.74725 0.3376
H -8.15841 2.54420 4.19204 0.3018
Cl 3.48880 2.83203 -0.48135 -0.1564
C 3.43233 1.64939 -1.81217 -0.5781
C 3.21292 0.26485 -1.27300 0.7079
Cl 4.61598 -0.31196 -0.34897 -0.1568
H 4.36147 1.71908 -2.37021 0.4254
H 2.60950 1.92926 -2.46842 0.3431
H 3.05737 -0.43544 -2.09366 -0.3808
H 2.34487 0.22955 -0.61741 -0.2246
Cl -6.54240 -2.59227 -0.26162 -0.0902
C -5.45191 -4.00156 -0.31304 -0.6180
C -4.12228 -3.70692 0.32603 -0.4731
Cl -3.15977 -2.53958 -0.61444 -0.1207
H -5.33707 -4.29670 -1.35166 0.3083
H -5.94784 -4.80699 0.22457 0.3512
H -3.53773 -4.62282 0.39009 0.3335
H -4.24477 -3.30430 1.32769 0.3015
Cl 2.59331 -1.28386 2.47259 -0.0066
C 2.07868 -2.98139 2.31450 -0.8164
C 1.12153 -3.17667 1.17161 -0.3888
Cl -0.46430 -2.41118 1.45964 -0.0310
H 1.64941 -3.29375 3.26288 0.4003
H 2.97668 -3.56801 2.13037 0.4391
H 0.93833 -4.23909 1.02547 0.4067
H 1.52255 -2.76472 0.24971 0.1172
Cl 8.24320 2.49663 3.44913 -0.1792
C 7.43252 3.13810 1.99717 -0.4687
C 5.99514 3.55084 2.20389 -0.5733
Cl 4.87669 2.19593 2.49970 -0.0382
H 7.51516 2.37881 1.22509 0.2728
H 8.00209 4.01267 1.68880 0.3592
H 5.64484 4.04202 1.29695 0.2564
H 5.89137 4.24044 3.03685 0.3396
Cl 6.77216 -2.04893 -3.28687 -0.1819
C 6.89255 -3.56176 -2.35284 0.0450
C 5.58036 -4.29198 -2.28742 -0.4024
Cl 4.37734 -3.41780 -1.30438 0.0512
H 7.25922 -3.31493 -1.36038 0.3540
H 7.62981 -4.18444 -2.85424 -0.1377
H 5.72394 -5.26734 -1.82554 0.3054
H 5.15676 -4.43721 -3.27429 -0.0559
Cl 2.50465 -4.67466 -4.03976 -0.1631
C 1.41923 -3.46286 -4.77187 -0.4631
C 2.17512 -2.43656 -5.57080 -0.5478
Cl 3.17989 -1.37980 -4.54969 -0.1273
H 0.84406 -3.00782 -3.97102 0.2874
H 0.73738 -3.99723 -5.43006 0.3505
H 1.47033 -1.79800 -6.09968 0.3433
H 2.83002 -2.91028 -6.29621 0.3388
Cl -9.17436 -0.24301 -1.25332 -0.0598
C -10.44774 0.84356 -1.86389 -0.4868
C -11.54535 0.09286 -2.56600 -0.4981
Cl -10.99429 -0.62498 -4.10176 -0.1919
H -9.98026 1.56948 -2.52279 0.3114
H -10.85288 1.36937 -1.00098 0.2668
H -12.35652 0.77682 -2.80635 0.3478
H -11.93632 -0.70730 -1.94483 0.3212
Cl -0.94074 2.89301 -5.52691 -0.2200
C -2.32824 3.05134 -4.41911 -0.5158
C -1.93369 2.82283 -2.98662 -0.5468
Cl -1.47938 1.12729 -2.68618 -0.1017
H -3.09001 2.34663 -4.74155 0.2963
H -2.71707 4.06067 -4.53596 0.4195
H -2.77286 3.04892 -2.32968 0.2654
H -1.09412 3.44921 -2.69871 0.3998
Cl -0.84022 1.33682 -11.07201 -0.1899
C -1.33451 2.90101 -10.37306 -0.4935
C -1.40454 2.85639 -8.87098 -0.4206
Cl -2.73770 1.82693 -8.29213 -0.1767
H -2.29244 3.17174 -10.80657 0.3288
H -0.59248 3.63508 -10.67985 0.3203
H -1.58226 3.85609 -8.48138 0.3356
H -0.48199 2.47843 -8.44214 0.3044
Cl 9.75695 -5.12749 -4.47680 -0.1818
C 9.08683 -6.77847 -4.52040 -0.5219
C 7.99446 -6.91949 -5.54472 -0.4910
Cl 6.52885 -6.00430 -5.10109 -0.0995
H 8.72829 -7.02083 -3.52403 0.3282
H 9.90657 -7.44936 -4.76787 0.3491
H 7.70365 -7.96468 -5.62653 0.3017
H 8.31932 -6.57202 -6.52061 0.3351
```